1.
{
  "formula": "C6H8",
  "method": "the ωB97M-V functional and the def2-TZVPD basis",
  "species": ["C", "C", "C", "C", "C", "C", "H", "H", "H", "H", "H", "H", "H", "H"],
  "xyz": [[2.971, -0.325, -0.784], [1.812, -0.174, -0.486], [0.442, -0.170, -0.100], [-0.229, 1.017, 0.578], [-1.596, 0.385, 0.778], [-0.364, -1.101, -0.709], [3.980, -0.428, -1.108], [-1.191, -0.579, 1.121], [0.170, 1.432, 1.507], [-0.179, 1.823, -0.179], [-2.238, 0.686, 1.584], [-2.174, 0.405, -0.162], [-0.232, -1.289, -1.760], [-1.171, -1.682, -0.277]],
  "total_charge": 0,
  "e_above_lowest_kj_mol": 371.4,
  "orbital_gap_ev": 8.71
}

***

2.
{
  "formula": "C6H8",
  "method": "the ωB97M-V functional and the def2-TZVPD basis",
  "species": ["C", "C", "C", "C", "C", "C", "H", "H", "H", "H", "H", "H", "H", "H"],
  "xyz": [[1.062, -0.023, -1.120], [-0.464, 0.456, -1.185], [1.820, -0.844, -0.363], [2.484, -1.654, 0.438], [-2.153, 0.392, 0.559], [-1.025, 1.253, -0.043], [1.395, 0.298, -2.161], [3.141, -1.236, 1.096], [2.731, -2.784, 0.158], [-1.811, -0.549, 0.655], [-3.059, 0.323, 0.051], [-2.335, 0.570, 1.731], [-0.310, 1.589, 0.694], [-1.475, 2.210, -0.509]],
  "total_charge": 0,
  "e_above_lowest_kj_mol": 578.3,
  "orbital_gap_ev": [7.76, 7.76]
}

***

3.
{
  "formula": "C6H8",
  "method": "the ωB97M-V functional and the def2-TZVPD basis",
  "species": ["C", "C", "C", "C", "C", "C", "H", "H", "H", "H", "H", "H", "H", "H"],
  "xyz": [[-0.366, 1.235, -0.771], [0.026, 0.288, 0.846], [-0.899, -0.504, -0.531], [-0.913, -0.861, 0.914], [1.402, -0.082, 0.715], [2.588, -0.327, 0.671], [-1.193, 1.883, -0.484], [-0.402, 1.069, -1.860], [0.581, 1.750, -0.609], [-0.268, -1.122, -1.164], [-1.872, -0.269, -0.954], [-1.851, -0.693, 1.445], [-0.469, -1.832, 1.124], [3.635, -0.536, 0.657]],
  "total_charge": 0,
  "e_above_lowest_kj_mol": 565.7,
  "orbital_gap_ev": 8.27
}